DFT (the ωB97M-V functional and the def2-TZVPD basis) results for a molecular structure, C29H21Cl3N2O2PS3Tc at a distorted geometry.

Molar mass, g/mol: 761.03
Total charge: -1
HOMO level (spin up / spin down), Ha: -0.1528 / -0.1651
Kohn-Sham gap (spin up / spin down), Ha: 0.239 / 0.228
Spin multiplicity: 4
ΔE to the lowest compared entry with this formula, charge and spin, kcal per mole: 10.8

```
62
Properties=species:S:1:pos:R:3:lowdin_spin:R:1
Tc -0.145 -0.149 -0.132 1.964
Cl 1.451 1.576 1.038 0.035
C 0.885 3.169 0.588 0.005
C 1.640 4.221 1.095 0.001
C 1.305 5.521 0.759 0.000
C 0.230 5.764 -0.089 0.000
C -0.505 4.704 -0.586 0.001
C -0.206 3.382 -0.250 0.009
P -1.247 2.014 -0.900 0.012
C -1.706 2.692 -2.520 -0.007
C -0.736 2.733 -3.516 -0.001
C -1.026 3.309 -4.741 0.000
C -2.288 3.835 -4.985 -0.001
C -3.261 3.777 -4.000 0.000
C -2.971 3.209 -2.768 -0.001
C -2.801 2.153 0.041 0.004
C -3.764 1.175 -0.208 0.000
C -4.959 1.179 0.489 0.000
C -5.200 2.151 1.452 0.001
C -4.247 3.122 1.705 0.001
C -3.052 3.131 0.996 0.000
H 2.481 4.006 1.737 0.000
H 1.894 6.339 1.150 0.000
H -0.033 6.776 -0.364 0.000
H -1.337 4.899 -1.250 0.000
H 0.228 2.275 -3.350 0.000
H -0.267 3.326 -5.511 0.000
H -2.516 4.280 -5.944 0.000
H -4.252 4.172 -4.183 0.000
H -3.738 3.170 -2.003 0.000
H -3.562 0.377 -0.913 0.000
H -5.682 0.396 0.311 0.000
H -6.122 2.133 2.018 0.000
H -4.417 3.870 2.469 0.000
H -2.310 3.883 1.223 0.000
S -0.948 -4.577 -0.940 0.020
C -0.622 -2.990 -0.655 0.021
S -1.206 -1.660 -1.606 -0.012
S 0.308 -2.350 0.656 0.040
Cl -3.345 -2.108 1.285 0.022
C -3.106 -0.949 2.546 0.098
C -3.958 -0.976 3.629 -0.009
C -3.810 -0.054 4.660 0.106
C -2.783 0.880 4.591 -0.012
C -1.931 0.888 3.509 0.096
Cl -0.662 2.082 3.499 0.023
C -2.045 -0.006 2.411 0.061
N -1.280 0.060 1.348 0.471
H -4.737 -1.724 3.655 -0.002
H -4.478 -0.071 5.509 0.008
H -2.636 1.607 5.377 -0.003
O 3.112 -0.644 0.221 0.013
C 2.820 -0.635 -0.960 0.005
C 3.796 -0.981 -2.078 0.000
C 2.991 -0.749 -3.341 0.001
C 1.640 -0.259 -2.827 0.006
O 0.739 0.107 -3.560 0.007
N 1.595 -0.289 -1.468 0.016
H 4.121 -2.011 -1.931 0.000
H 4.678 -0.346 -1.987 0.000
H 2.814 -1.650 -3.931 0.000
H 3.409 0.002 -4.012 0.000
```


DFT (the ωB97M-V functional and the def2-TZVPD basis) results for a single C4H6O molecule.

Molar mass, g/mol: 70.09
HOMO level, Ha: -0.3404
Kohn-Sham gap, Ha: 0.373
Spin multiplicity: 1
ΔE to the lowest compared entry with this formula, charge and spin, kcal per mole: 59.2
Structure (SMILES): C=C=COC

```
11
Properties=species:S:1:pos:R:3:nbo_charge:R:1
C -1.298 0.705 -0.339 -0.251
O -0.052 1.196 0.115 -0.538
C 0.927 -1.450 0.853 -0.395
C 1.336 -0.558 -0.011 -0.005
C 1.062 0.629 -0.485 0.022
H -1.209 -0.251 -0.874 0.178
H -1.725 1.454 -1.010 0.178
H -1.966 0.556 0.517 0.186
H 1.200 -1.343 1.898 0.216
H 0.171 -2.175 0.568 0.211
H 1.554 1.238 -1.232 0.197
```


DFT (the ωB97M-V functional and the def2-TZVPD basis) results for 2 unconnected molecules or ions with the total composition C5H11O3 at a distorted geometry.

Molar mass, g/mol: 119.14
Total charge: -1
HOMO level, Ha: -0.1585
Kohn-Sham gap, Ha: 0.302
Spin multiplicity: 1
ΔE to the lowest compared entry with this formula, charge and spin, kcal per mole: 21.7

```
19
Properties=species:S:1:pos:R:3:nbo_charge:R:1
C 1.311 1.770 -2.638 -0.741
C 1.430 1.514 -1.109 0.785
O 2.520 0.936 -0.804 -0.792
O 0.465 1.823 -0.414 -0.797
H 1.666 0.867 -3.079 0.204
H 1.797 2.649 -3.058 0.197
H 0.223 1.796 -2.880 0.190
C -1.233 -0.789 1.282 0.119
C -1.012 -2.068 0.409 -0.650
C -0.037 -0.500 2.189 -0.654
O -1.553 0.322 0.486 -0.783
H -2.248 -0.854 1.735 0.151
H -0.696 -3.022 0.818 0.193
H 0.782 -0.161 1.520 0.256
H -0.265 0.289 2.851 0.201
H 0.062 -1.427 2.781 0.188
H -0.807 0.943 0.319 0.519
H -0.398 -1.745 -0.423 0.224
H -2.008 -2.344 0.018 0.191
```


DFT (the ωB97M-V functional and the def2-TZVPD basis) results for a molecular structure, C31H35N4O at a distorted geometry.

Molar mass, g/mol: 479.65
Total charge: +1
HOMO level, Ha: -0.3708
Kohn-Sham gap, Ha: 0.223
Spin multiplicity: 1
ΔE to the lowest compared entry with this formula, charge and spin, kcal per mole: 81.4

```
71
Properties=species:S:1:pos:R:3:mulliken_charge:R:1
C -1.802 0.726 -2.899 -0.224
C -2.994 0.806 -2.104 0.108
N -3.921 0.899 -1.393 -0.609
N -2.107 0.295 -4.264 0.295
C -1.388 0.820 -5.298 0.074
C -1.502 0.299 -6.570 -0.659
C -2.338 -0.795 -6.807 -0.295
C -3.106 -1.284 -5.750 -0.655
C -2.982 -0.737 -4.482 0.062
H -1.281 1.689 -2.945 0.368
H -0.744 1.658 -5.033 0.354
H -0.919 0.763 -7.362 0.409
H -2.396 -1.244 -7.794 0.441
H -3.815 -2.097 -5.883 0.400
H -3.562 -1.083 -3.626 0.397
C 1.113 -0.145 4.933 -1.269
N 0.211 -0.061 3.809 0.741
C -1.054 0.436 4.011 -0.191
O -1.568 0.660 5.103 -0.667
C -1.666 0.684 2.652 0.080
C -1.878 2.181 2.400 -1.525
C -0.614 2.965 2.674 0.392
C -0.312 3.359 3.983 -0.261
C 0.881 4.018 4.270 -0.676
C 1.781 4.312 3.239 -0.517
C 1.460 3.967 1.922 -0.799
C 0.251 3.325 1.637 0.081
N -0.676 0.092 1.742 0.789
C -0.795 0.281 0.412 -1.166
C 0.258 0.145 -0.507 -0.212
C 0.111 -0.195 -1.835 0.229
C 1.166 -0.757 -2.609 0.763
C 0.888 -1.497 -3.798 -0.188
C 1.894 -2.106 -4.536 -0.802
C 3.227 -2.035 -4.103 -0.426
C 3.540 -1.298 -2.952 -0.713
C 2.542 -0.645 -2.231 -0.172
C 0.477 -0.515 2.445 -1.444
C 0.644 -2.085 2.347 2.033
C -0.612 -2.756 2.904 -1.720
C 1.878 -2.511 3.140 -1.764
C 0.860 -2.515 0.905 -1.860
H 1.052 0.784 5.516 0.331
H 0.844 -0.981 5.598 0.360
H 2.137 -0.272 4.575 0.452
H -2.611 0.120 2.581 0.486
H -2.235 2.338 1.375 0.600
H -2.664 2.496 3.102 0.606
H -1.017 3.123 4.786 0.431
H 1.105 4.293 5.302 0.433
H 2.723 4.813 3.465 0.399
H 2.148 4.199 1.107 0.412
H -0.019 3.080 0.606 0.422
H -1.801 0.570 0.091 0.521
H 1.265 0.321 -0.099 0.345
H -0.966 -0.146 -2.364 -0.210
H -0.153 -1.600 -4.111 0.395
H 1.638 -2.640 -5.454 0.399
H 4.010 -2.545 -4.666 0.399
H 4.580 -1.227 -2.625 0.383
H 2.813 -0.031 -1.369 0.398
H 1.415 -0.046 2.093 0.722
H -1.499 -2.487 2.319 0.302
H -0.490 -3.846 2.850 0.463
H -0.777 -2.490 3.956 0.335
H 2.752 -1.906 2.862 0.356
H 1.723 -2.450 4.222 0.404
H 2.117 -3.560 2.911 0.440
H 1.721 -2.000 0.461 0.335
H 1.066 -3.595 0.878 0.592
H -0.024 -2.334 0.287 0.285
```


DFT (the ωB97M-V functional and the def2-TZVPD basis) results for 2 unconnected molecules or ions with the total composition CHBrClNO at a distorted geometry.

Molar mass, g/mol: 158.38
HOMO level (spin up / spin down), Ha: -0.3731 / -0.3282
Kohn-Sham gap (spin up / spin down), Ha: 0.324 / 0.287
Spin multiplicity: 1
ΔE to the lowest compared entry with this formula, charge and spin, kcal per mole: 87.3

```
6
Properties=species:S:1:pos:R:3:nbo_charge:R:1
C 0.793 1.032 -0.033 0.432
N -1.505 -0.585 -0.464 -0.473
O 0.785 2.152 -0.180 -0.444
Cl -0.881 -2.111 -0.118 0.140
Br 2.101 -0.304 0.349 0.038
H -1.294 -0.184 0.445 0.307
```


DFT (the ωB97M-V functional and the def2-TZVPD basis) results for 9 unconnected molecules or ions with the total composition C36H45N9 at a distorted geometry.

Molar mass, g/mol: 603.82
HOMO level, Ha: -0.2876
Kohn-Sham gap, Ha: 0.304
Spin multiplicity: 1
ΔE to the lowest compared entry with this formula, charge and spin, kcal per mole: 19.3
Structure (SMILES): c1cc[nH]c1.c1cc[nH]c1.c1cc[nH]c1.c1cc[nH]c1.c1cc[nH]c1.c1cc[nH]c1.c1cc[nH]c1.c1cc[nH]c1.c1cc[nH]c1

```
90
Properties=species:S:1:pos:R:3:mulliken_charge:R:1
N -4.025 -1.174 0.165 0.025
C -5.006 -1.757 -0.588 -0.545
C -4.491 -2.906 -1.126 -0.811
C -3.132 -2.988 -0.743 -0.158
C -2.876 -1.927 0.078 -0.598
H -4.009 -0.239 0.534 0.275
H -6.008 -1.368 -0.640 0.419
H -5.053 -3.602 -1.726 0.454
H -2.473 -3.768 -1.090 0.488
H -1.977 -1.520 0.508 0.400
N -2.065 4.954 4.472 0.016
C -2.125 4.146 3.376 -1.003
C -2.205 4.940 2.260 0.403
C -2.122 6.282 2.711 -0.769
C -2.043 6.266 4.079 -0.385
H -2.061 4.650 5.428 0.184
H -2.112 3.076 3.498 0.463
H -2.354 4.616 1.245 0.332
H -2.143 7.206 2.157 0.396
H -2.159 7.070 4.786 0.370
N 4.860 -0.478 -0.904 0.123
C 4.027 -1.009 0.047 -1.125
C 4.702 -2.021 0.671 0.191
C 5.973 -2.147 0.040 -1.208
C 6.052 -1.148 -0.894 -0.665
H 4.688 0.358 -1.433 0.236
H 3.077 -0.571 0.300 0.748
H 4.350 -2.599 1.509 0.783
H 6.742 -2.846 0.324 0.445
H 6.881 -0.779 -1.475 0.430
N -3.188 -0.592 -3.376 0.480
C -3.684 -1.138 -4.521 -0.556
C -4.023 -0.116 -5.366 -0.776
C -3.740 1.099 -4.685 -0.217
C -3.234 0.778 -3.454 -0.278
H -2.829 -1.061 -2.559 -0.012
H -3.782 -2.209 -4.576 0.443
H -4.469 -0.208 -6.342 0.398
H -3.930 2.097 -5.046 0.415
H -2.857 1.385 -2.648 0.173
N -1.738 4.235 -2.837 0.054
C -1.979 4.292 -1.492 -0.629
C -3.286 4.697 -1.338 -0.050
C -3.851 4.807 -2.634 -0.679
C -2.871 4.512 -3.548 -0.893
H -0.828 4.127 -3.247 0.218
H -1.180 4.079 -0.802 0.629
H -3.886 4.692 -0.442 0.456
H -4.853 5.151 -2.833 0.415
H -2.870 4.536 -4.623 0.514
N 2.753 -2.409 -3.048 0.215
C 2.490 -2.911 -4.293 -0.505
C 1.442 -2.209 -4.813 -0.690
C 1.125 -1.180 -3.885 -0.531
C 1.985 -1.295 -2.830 -0.459
H 3.488 -2.705 -2.428 0.178
H 3.151 -3.641 -4.729 0.403
H 1.036 -2.330 -5.804 0.400
H 0.380 -0.414 -4.030 0.582
H 2.102 -0.739 -1.915 0.441
N 4.325 -1.154 6.289 0.024
C 5.433 -1.373 5.521 -0.656
C 5.017 -1.515 4.224 -0.593
C 3.605 -1.392 4.222 0.445
C 3.208 -1.098 5.500 -1.027
H 4.294 -1.056 7.288 0.183
H 6.411 -1.314 5.967 0.391
H 5.663 -1.620 3.369 0.422
H 2.935 -1.303 3.381 0.455
H 2.260 -0.826 5.930 0.399
N 1.014 -3.405 3.168 0.058
C 2.044 -4.013 2.511 -0.896
C 1.710 -4.059 1.185 -0.613
C 0.407 -3.515 1.057 -0.240
C 0.030 -3.053 2.292 -0.592
H 1.038 -3.110 4.129 0.262
H 2.935 -4.344 3.016 0.497
H 2.267 -4.537 0.396 0.505
H -0.119 -3.440 0.118 0.588
H -0.840 -2.516 2.628 0.549
N 0.492 -0.474 0.306 1.308
C 0.534 0.358 1.385 -0.473
C -0.315 1.415 1.136 -1.040
C -0.892 1.170 -0.134 0.279
C -0.344 0.023 -0.646 -2.395
H 0.881 -1.407 0.325 -0.377
H 1.140 0.118 2.243 0.421
H -0.591 2.180 1.843 0.432
H -1.716 1.736 -0.543 0.975
H -0.612 -0.521 -1.535 0.651
```


Number 3 is which compound?
C5H11O3


What did the third record say?
DFT (the ωB97M-V functional and the def2-TZVPD basis) results for 2 unconnected molecules or ions with the total composition C5H11O3 at a distorted geometry.

Molar mass, g/mol: 119.14
Total charge: -1
HOMO level, Ha: -0.1585
Kohn-Sham gap, Ha: 0.302
Spin multiplicity: 1
ΔE to the lowest compared entry with this formula, charge and spin, kcal per mole: 21.7

```
19
Properties=species:S:1:pos:R:3:nbo_charge:R:1
C 1.311 1.770 -2.638 -0.741
C 1.430 1.514 -1.109 0.785
O 2.520 0.936 -0.804 -0.792
O 0.465 1.823 -0.414 -0.797
H 1.666 0.867 -3.079 0.204
H 1.797 2.649 -3.058 0.197
H 0.223 1.796 -2.880 0.190
C -1.233 -0.789 1.282 0.119
C -1.012 -2.068 0.409 -0.650
C -0.037 -0.500 2.189 -0.654
O -1.553 0.322 0.486 -0.783
H -2.248 -0.854 1.735 0.151
H -0.696 -3.022 0.818 0.193
H 0.782 -0.161 1.520 0.256
H -0.265 0.289 2.851 0.201
H 0.062 -1.427 2.781 0.188
H -0.807 0.943 0.319 0.519
H -0.398 -1.745 -0.423 0.224
H -2.008 -2.344 0.018 0.191
```


What is the molar mass in the first record?
761.03 g/mol


Among the records above, which one has the lowest ΔE to the lowest compared entry with this formula, charge and spin?
C29H21Cl3N2O2PS3Tc